[1]
The following is a DFT calculation (ωB97M-V with the def2-TZVPD basis set) of the molecule C21H28N4O4 in a non-equilibrium geometry.

Results
Frontier orbital gap in eV: 9.104
Lowest unoccupied orbital energy in eV: 0.74
Relative energy (zero: lowest compared OMol25 entry of this formula, charge and spin) in kcal per mole: 68.2
Electronic energy in hartree: -1337.03504
Structure (SMILES): CCN1CCN(C(=O)CCc2nnc(CCc3ccc(OC)cc3)o2)[C@@H](C)C1=O

Geometry as XYZ:
```
57
Properties=species:S:1:pos:R:3:lowdin_charge:R:1
C 2.73780 2.61082 -0.01331 -0.08
C 2.66898 2.47154 1.50299 -0.19
N 2.48918 1.09521 1.92909 -0.04
C 3.49810 0.14236 1.51515 -0.12
C 3.51412 -1.04663 2.46413 -0.10
N 2.18807 -1.62554 2.47431 -0.01
C 2.02002 -2.87299 1.97307 -0.46
O 2.96947 -3.54620 1.61994 0.06
C 0.60477 -3.41421 1.82215 -0.07
C 0.12029 -3.13887 0.38494 -0.08
C 0.05374 -1.68642 0.10585 -0.35
N 0.97310 -0.93954 -0.40405 0.13
N 0.49782 0.32581 -0.41421 0.11
C -0.68992 0.29590 0.09278 -0.34
C -1.59971 1.43508 0.33354 -0.08
C -1.64154 2.37213 -0.88273 -0.13
C -2.15052 1.63077 -2.08718 -0.25
C -3.51093 1.46935 -2.29771 -0.04
C -3.99572 0.73743 -3.36923 -0.02
C -3.10758 0.14105 -4.25597 -0.28
O -3.46479 -0.60516 -5.34059 -0.09
C -4.83249 -0.78728 -5.60911 -0.10
C -1.73637 0.29905 -4.05042 0.01
C -1.26858 1.03465 -2.98309 -0.04
O -1.04213 -0.96127 0.44257 0.15
C 1.17613 -0.72653 2.97485 -0.23
C 1.13088 -0.73930 4.51106 -0.01
C 1.34262 0.73163 2.51832 -0.42
O 0.43697 1.51550 2.76291 0.04
H 2.67359 3.66095 -0.28501 0.07
H 3.67009 2.21039 -0.40320 0.07
H 1.91003 2.06935 -0.46468 0.04
H 3.58499 2.85700 1.96588 0.12
H 1.81481 3.02796 1.89281 0.12
H 4.46774 0.64669 1.51986 0.13
H 3.27841 -0.21064 0.50019 0.12
H 4.21001 -1.81193 2.11802 0.13
H 3.79030 -0.73012 3.47470 0.13
H 0.66412 -4.49521 1.95624 0.13
H -0.09262 -3.01116 2.55416 0.11
H -0.86931 -3.57586 0.24122 0.13
H 0.82679 -3.58605 -0.31474 0.13
H -1.23121 1.97166 1.21338 0.11
H -2.59327 1.04083 0.55300 0.13
H -0.63570 2.74641 -1.07123 0.11
H -2.29537 3.21390 -0.64984 0.12
H -4.21443 1.92606 -1.61542 0.12
H -5.06251 0.64069 -3.49790 0.10
H -5.33731 0.16667 -5.79442 0.09
H -5.33794 -1.31267 -4.79177 0.09
H -4.87757 -1.39795 -6.50961 0.09
H -1.05700 -0.16748 -4.74609 0.12
H -0.20482 1.14456 -2.83449 0.11
H 0.18793 -1.02456 2.61880 0.13
H 0.91099 -1.74227 4.86997 0.08
H 2.08109 -0.41889 4.93054 0.08
H 0.35635 -0.05667 4.84961 0.08
```


[2]
The following is a DFT calculation (ωB97M-V with the def2-TZVPD basis set) of a structure of composition C17H17AuIN2O7S3.

Results
Frontier orbital gap (spin up / spin down) in eV: 6.446 / 5.591
Lowest unoccupied orbital energy (spin up / spin down) in eV: 1.69 / 0.11
Total charge: -1
<S²>: 2.0283
Multiplicity: 3
Electronic energy in hartree: -2922.06614

Geometry as XYZ:
```
48
Properties=species:S:1:pos:R:3:lowdin_charge:R:1
Au 0.30522 -2.28026 0.37462 0.26
S 1.33232 -3.02175 2.41056 0.68
C 0.36564 -2.34073 3.63304 -0.69
C 0.61853 -2.74058 4.97545 -0.14
C -0.10655 -2.22770 6.01093 -0.10
C -1.13650 -1.28840 5.76425 -0.09
C -1.41089 -0.88621 4.48963 -0.14
C -0.66883 -1.38511 3.38279 -0.69
S -1.03744 -0.79309 1.83152 0.74
H 1.40038 -3.46944 5.15217 0.10
H 0.10712 -2.54415 7.02510 0.10
H -1.71177 -0.88916 6.59054 0.10
H -2.20061 -0.17290 4.28908 0.10
O 3.64618 0.56471 0.43586 0.00
C 2.47577 0.41573 0.06588 -0.64
O 1.93428 -0.61570 -0.42989 -0.16
C 1.59069 1.66548 0.24978 -0.08
C 2.21636 2.84581 0.62420 0.07
C 1.46836 3.99449 0.81002 -0.12
C 0.09696 4.00623 0.67499 0.06
C -0.50637 2.82248 0.30933 -0.12
C 0.21467 1.65828 0.06817 0.02
N -1.97588 2.82433 0.16154 -0.35
O -2.59713 3.74550 0.66105 0.07
O -2.49119 1.90331 -0.44371 0.07
N 2.14651 5.26135 1.15274 -0.35
O 1.47242 6.27745 1.18372 0.06
O 3.33865 5.22630 1.38285 0.08
H 3.28864 2.84866 0.75966 0.13
H -0.47868 4.90182 0.84306 0.13
H -0.29449 0.75076 -0.23543 0.06
C 0.01476 0.64913 -4.75963 -0.14
C -0.91374 -0.11182 -3.81921 -0.38
S 0.02706 -1.34937 -2.88154 0.92
O -0.80895 -1.60083 -1.63444 -0.67
C -0.29976 -2.77499 -3.97624 -0.41
C -1.72157 -3.30688 -3.86133 -0.15
H -0.54397 1.39372 -5.32912 0.07
H 0.49980 -0.02336 -5.47260 0.07
H 0.79968 1.16175 -4.19949 0.07
H -1.72278 -0.61343 -4.35173 0.08
H -1.34704 0.52474 -3.05226 0.08
H 0.42649 -3.52332 -3.65729 0.03
H -0.04200 -2.42993 -4.98424 0.08
H -2.05007 -3.25356 -2.82265 0.06
H -1.75531 -4.35422 -4.16370 0.07
H -2.42552 -2.74357 -4.47733 0.06
I 0.46056 -4.70156 -0.76072 0.02
```